(1)
The following is a DFT calculation (ωB97M-V/def2-TZVPD) of a structure of composition C38H43CrN5OSbSe4Te.

```
94
Properties=species:S:1:pos:R:3:forces:R:3
Cr 0.639641 -0.188154 -0.837715 0.19 -0.25 0.39
C 1.408451 1.105787 1.798798 0.01 0.06 -0.03
N 0.264665 0.297832 1.347489 0.03 0.09 0.01
C -0.974919 1.012668 1.803820 0.03 -0.11 -0.02
C -1.557697 2.069804 0.906028 -0.01 0.07 0.04
C -1.227830 3.409088 1.068809 0.00 -0.01 -0.03
C -1.808271 4.350680 0.235425 0.00 -0.02 0.03
C -2.703003 3.916886 -0.724254 0.01 -0.01 0.01
C -3.003326 2.563049 -0.781509 0.02 -0.01 -0.02
N -2.467074 1.655392 0.022374 0.00 -0.03 0.02
C 0.212982 -1.036471 1.986144 -0.04 0.09 0.01
C 1.190415 -2.038904 1.451173 0.02 0.01 -0.11
C 1.745306 -3.021611 2.256640 0.00 -0.01 0.00
C 2.530943 -4.002237 1.673266 -0.03 0.06 -0.10
C 2.743749 -3.962830 0.303827 -0.03 0.01 0.11
C 2.173750 -2.934864 -0.427701 -0.04 0.04 0.01
N 1.411597 -1.997314 0.135667 -0.04 0.07 -0.07
C 2.731549 0.717659 1.209666 0.05 0.00 -0.04
C 3.907364 0.925305 1.905913 -0.01 0.00 0.00
C 5.117671 0.701113 1.260520 -0.04 -0.03 -0.09
C 5.100307 0.277190 -0.053029 -0.02 0.04 0.10
C 3.876824 0.061890 -0.672907 -0.03 -0.04 -0.06
N 2.716818 0.267658 -0.050556 0.03 0.05 0.02
H 1.212048 2.126914 1.451480 0.02 -0.06 0.02
H 1.464744 1.117916 2.896661 0.00 -0.02 -0.01
H -1.749855 0.265243 1.943360 -0.04 -0.05 -0.05
H -0.754883 1.457375 2.784298 -0.03 -0.06 0.01
H -0.507264 3.699512 1.823308 -0.01 0.03 0.00
H -1.546704 5.396945 0.321318 0.00 0.02 -0.01
H -3.162594 4.602612 -1.422351 0.00 0.02 -0.01
H -3.711044 2.194968 -1.517328 0.00 0.00 0.02
H 0.305303 -0.948493 3.078414 0.02 -0.01 -0.03
H -0.774047 -1.452891 1.754601 0.03 0.03 0.03
H 1.552534 -3.015412 3.321088 0.00 0.00 0.01
H 2.971251 -4.783696 2.278014 0.01 -0.01 0.02
H 3.349487 -4.705499 -0.194435 0.01 -0.01 -0.02
H 2.336607 -2.829887 -1.495316 -0.02 0.02 0.03
H 3.871117 1.273362 2.929801 0.00 0.01 0.02
H 6.053647 0.870593 1.776495 0.02 0.00 0.01
H 6.008378 0.128282 -0.618148 0.01 -0.01 -0.01
H 3.812831 -0.286354 -1.698000 -0.03 0.02 0.08
Se 4.185696 2.226527 -3.312013 0.03 0.03 -0.04
Sb 1.855007 1.633762 -3.591540 -0.01 -0.02 0.02
Se 1.563551 -0.825129 -3.030936 0.03 0.02 -0.06
Se 0.575528 2.142569 -1.466771 0.05 0.06 -0.09
Se 0.637626 2.313120 -5.542988 0.01 0.02 -0.04
C -1.856945 -2.372090 -2.605525 0.03 0.07 -0.05
C -1.513139 -2.041475 -1.177772 -0.10 -0.13 0.27
O -1.825484 -2.769396 -0.239237 0.09 0.19 -0.16
N -0.812930 -0.882570 -1.006156 -0.22 -0.19 -0.12
Te -4.151840 -1.331354 1.712685 -0.16 0.06 0.09
C -5.025056 -1.954347 3.555630 -0.01 -0.03 -0.08
C -4.185432 -2.391674 4.584960 0.09 -0.03 -0.01
C -2.688678 -2.482713 4.420269 -0.04 0.02 0.02
C -4.736116 -2.738308 5.816056 0.00 -0.04 -0.03
C -6.100436 -2.673662 6.047520 -0.03 0.01 0.02
C -6.687312 -3.057049 7.379528 0.00 0.01 -0.02
C -6.921294 -2.270026 5.002916 0.02 0.00 0.04
C -6.413172 -1.917502 3.757709 0.00 -0.02 -0.03
C -7.379155 -1.513171 2.678774 0.03 -0.02 -0.02
C -5.073697 0.583578 1.662258 0.06 -0.04 0.08
C -5.017254 1.454520 2.754079 0.00 -0.03 0.00
C -4.345967 1.096616 4.051751 -0.03 0.04 0.00
C -5.601183 2.715622 2.638071 -0.02 0.00 -0.02
C -6.221812 3.131677 1.472770 0.00 0.03 0.00
C -6.818792 4.507427 1.351390 0.01 -0.03 0.00
C -6.250130 2.253515 0.396329 0.00 0.01 0.02
C -5.681350 0.990356 0.467380 0.01 -0.03 -0.05
C -5.687268 0.117309 -0.757574 -0.01 -0.03 0.02
H -2.807497 -2.901188 -2.633318 -0.01 -0.01 0.00
H -1.075381 -3.025210 -3.000119 -0.01 0.02 0.00
H -1.872750 -1.474940 -3.222488 0.00 -0.04 0.00
H -2.406691 -2.931923 3.468025 0.02 -0.01 0.01
H -2.255049 -3.081581 5.221250 0.00 0.00 0.02
H -2.235598 -1.487764 4.457249 0.01 0.01 -0.05
H -4.077450 -3.072603 6.610993 0.01 0.00 0.00
H -5.905967 -3.246775 8.114792 0.00 0.00 0.00
H -7.293389 -3.960923 7.292089 -0.01 0.00 0.01
H -7.332724 -2.266214 7.764914 0.00 0.00 0.01
H -7.994808 -2.234081 5.157815 -0.02 0.00 -0.01
H -8.395514 -1.798505 2.949223 0.00 -0.01 0.01
H -7.120255 -1.989201 1.731031 0.00 0.02 -0.01
H -7.359372 -0.435831 2.512584 0.00 0.05 -0.03
H -3.381018 0.621816 3.869055 0.06 -0.04 0.00
H -4.944554 0.390970 4.630812 0.02 0.02 0.02
H -4.186636 1.987637 4.659109 0.00 0.02 -0.02
H -5.550461 3.394122 3.483211 0.00 0.00 0.01
H -6.774737 5.040937 2.300411 0.00 0.01 0.00
H -7.862452 4.455547 1.037001 -0.01 0.01 0.00
H -6.280642 5.097517 0.607063 0.00 0.01 0.00
H -6.709104 2.571302 -0.534160 -0.01 -0.01 -0.02
H -6.188597 0.619366 -1.584456 0.00 0.00 -0.01
H -6.191214 -0.833023 -0.568016 0.00 0.01 0.00
H -4.667172 -0.121387 -1.070078 0.01 0.03 -0.01
```
Positions in Å, forces in eV/Å.

Properties
- LUMO: 1.834 eV
- Max |F|: 0.0097 Eh/bohr
- Gap between HOMO and LUMO: 5.68 eV
- Net charge: -1
- Energy relative to the best compared isomer or geometry (same formula, charge and spin): 0.00 kcal/mol

(2)
The following is a DFT calculation (ωB97M-V/def2-TZVPD) of a cluster of 2 separate species, C4H10N2 in total.

```
16
Properties=species:S:1:pos:R:3:forces:R:3
C 1.679537 -1.504203 1.962909 -0.14 -0.52 0.90
C 1.544365 0.885695 2.206808 1.10 -0.05 -0.54
N 1.061944 -0.311837 2.383161 -1.90 -0.25 0.26
H 2.150217 -1.405151 0.964442 -0.41 -0.18 -0.42
H 0.866222 -2.279377 2.058721 0.99 0.14 -0.68
H 2.523501 -1.881973 2.574535 0.05 0.09 0.29
H 0.865128 1.683033 1.862463 0.31 0.17 0.44
H 2.639508 0.968073 2.078989 -0.07 0.61 -0.27
C -1.294315 -0.318561 -2.490739 -1.36 -1.83 0.18
C -2.200539 1.591453 -1.529872 0.91 0.13 0.87
N -1.787892 1.027292 -2.578541 1.11 0.43 -0.08
H -0.366418 -0.546114 -3.030015 -0.28 0.70 -0.23
H -2.090013 -0.983661 -2.903177 0.62 0.17 0.03
H -1.108430 -0.676458 -1.469583 -0.12 0.30 0.09
H -2.127361 2.696544 -1.551244 -1.10 -0.50 0.17
H -2.355457 1.055245 -0.538857 0.30 0.62 -1.01
```
Positions in Å, forces in eV/Å.

Properties
- LUMO (alpha / beta): 3.916 / 3.767 eV
- Max |F|: 0.0446 Eh/bohr
- Spin multiplicity: 2
- Gap between HOMO and LUMO (alpha / beta): 3.26 / 6.54 eV
- Net charge: -1
- Energy relative to the best compared isomer or geometry (same formula, charge and spin): 48.47 kcal/mol

Which formula does entry 2 have?
C4H10N2

What is the formula in the second record?
C4H10N2